# C24H48O24

A cluster of 8 separate species, C24H48O24 in total in a non-equilibrium geometry (ωB97M-V/def2-TZVPD, the OMol25 dataset).

Element x y z (Å)
C: 5.806 14.346 -17.833
O: 5.625 14.471 -19.209
C: 6.603 14.426 -20.053
O: 6.375 14.594 -21.282
O: 7.779 14.187 -19.466
C: 8.995 14.072 -20.286
H: 4.898 14.254 -17.236
H: 6.252 15.196 -17.317
H: 6.475 13.522 -17.582
H: 8.996 13.303 -21.059
H: 9.936 13.996 -19.742
H: 9.132 15.010 -20.826
C: 1.774 21.679 -30.709
O: 2.543 21.711 -29.538
C: 2.186 22.419 -28.455
O: 1.003 22.846 -28.166
O: 3.300 22.667 -27.704
C: 3.061 23.319 -26.553
H: 2.306 21.122 -31.480
H: 1.623 22.659 -31.162
H: 0.813 21.183 -30.575
H: 2.635 22.690 -25.772
H: 2.289 24.088 -26.538
H: 4.037 23.722 -26.282
C: 14.186 7.122 -8.360
O: 14.407 8.197 -9.207
C: 14.443 9.402 -8.643
O: 14.622 9.801 -7.485
O: 14.378 10.367 -9.619
C: 14.503 11.837 -9.380
H: 13.129 7.128 -8.093
H: 14.833 7.169 -7.484
H: 14.288 6.151 -8.844
H: 13.591 12.137 -8.864
H: 14.647 12.351 -10.330
H: 15.320 12.162 -8.736
C: -2.340 18.985 -24.390
O: -1.734 19.496 -23.218
C: -2.310 20.514 -22.541
O: -3.471 21.065 -22.683
O: -1.375 20.807 -21.668
C: -1.400 22.100 -21.036
H: -2.505 19.730 -25.169
H: -3.324 18.550 -24.220
H: -1.831 18.150 -24.873
H: -2.002 22.155 -20.129
H: -1.838 22.863 -21.679
H: -0.416 22.362 -20.648
C: 7.589 20.119 -4.567
O: 7.217 20.881 -5.686
C: 6.253 20.438 -6.513
O: 5.458 19.569 -6.307
O: 6.325 21.214 -7.693
C: 5.511 20.921 -8.781
H: 8.486 19.578 -4.868
H: 6.898 19.313 -4.322
H: 7.740 20.699 -3.656
H: 5.108 21.754 -9.357
H: 4.566 20.402 -8.620
H: 6.059 20.208 -9.398
C: 15.241 17.690 -26.703
O: 15.614 18.490 -25.597
C: 15.459 18.001 -24.417
O: 15.041 16.868 -24.082
O: 15.828 18.917 -23.425
C: 15.766 18.568 -22.009
H: 15.950 16.886 -26.900
H: 15.352 18.315 -27.589
H: 14.262 17.212 -26.736
H: 14.691 18.411 -21.922
H: 16.086 19.376 -21.350
H: 16.316 17.648 -21.812
C: 9.750 18.937 -14.030
O: 8.588 19.241 -14.732
C: 8.551 19.814 -15.885
O: 9.450 20.148 -16.622
O: 7.258 19.871 -16.277
C: 6.772 20.342 -17.565
H: 10.396 18.423 -14.743
H: 9.574 18.231 -13.218
H: 10.407 19.761 -13.752
H: 6.385 19.612 -18.276
H: 7.363 21.073 -18.116
H: 5.869 20.800 -17.160
C: 15.155 26.083 -20.330
O: 16.159 26.672 -21.142
C: 17.391 26.989 -20.741
O: 17.755 26.931 -19.562
O: 18.058 27.589 -21.841
C: 19.251 28.361 -21.672
H: 15.469 25.211 -19.757
H: 14.180 26.001 -20.811
H: 14.942 26.837 -19.573
H: 19.790 28.286 -20.727
H: 19.104 29.440 -21.647
H: 19.964 28.226 -22.485

## Properties
M: 720.62 g/mol
Net charge: 0
Structure (SMILES): COC(=O)OC.COC(=O)OC.COC(=O)OC.COC(=O)OC.COC(=O)OC.COC(=O)OC.COC(=O)OC.COC(=O)OC
Highest occupied orbital energy: -10.5 eV
ΔE to the lowest compared entry with this formula, charge and spin: 157.5 kcal per mole

# C24H49N3O8PS

A cluster of 6 separate species, C24H49N3O8PS in total (ωB97M-V/def2-TZVPD, the OMol25 dataset).

Element x y z (Å)
C: 4.026 -2.298 1.978
C: 2.828 -2.241 1.071
O: 2.025 -3.397 1.251
C: 0.680 -3.240 0.914
C: -0.059 -2.451 2.013
N: -1.088 -1.495 1.565
C: -2.351 -1.467 2.123
C: -3.047 -0.469 1.528
P: -4.768 0.033 1.689
O: -4.691 1.475 2.371
O: -5.333 -0.941 2.813
S: -5.648 0.001 0.021
N: -2.179 0.086 0.620
C: -1.007 -0.540 0.641
C: 0.113 -0.104 -0.224
N: 0.458 1.277 0.125
C: 0.707 1.475 1.563
H: 3.707 -2.361 3.015
H: 4.573 -1.362 1.876
H: 4.693 -3.118 1.733
H: 2.265 -1.331 1.309
H: 3.130 -2.163 0.023
H: 0.536 -2.803 -0.078
H: 0.265 -4.243 0.878
H: -0.597 -3.156 2.637
H: 0.647 -1.932 2.656
H: -2.657 -2.183 2.861
H: -3.928 1.623 2.944
H: -4.858 -0.875 3.652
H: -2.384 0.851 -0.009
H: -0.255 -0.119 -1.252
H: 0.956 -0.789 -0.185
H: 1.309 1.503 -0.377
H: 1.057 0.573 2.072
H: -0.198 1.836 2.049
H: 1.460 2.246 1.686
C: -4.510 -1.337 -3.080
C: -3.257 -2.036 -3.548
O: -2.165 -1.687 -3.154
C: -3.428 -3.188 -4.503
H: -4.230 -0.530 -2.411
H: -5.070 -0.931 -3.924
H: -5.154 -2.040 -2.549
H: -3.926 -2.849 -5.413
H: -4.052 -3.960 -4.049
H: -2.457 -3.606 -4.756
C: -9.082 -1.012 1.706
C: -10.442 -0.532 2.163
O: -11.201 0.026 1.410
C: -10.798 -0.786 3.610
H: -8.947 -0.771 0.655
H: -8.298 -0.529 2.291
H: -8.998 -2.091 1.846
H: -10.075 -0.298 4.265
H: -10.776 -1.857 3.819
H: -11.792 -0.397 3.815
C: 2.849 3.028 -3.357
C: 3.873 2.171 -2.662
O: 4.043 2.218 -1.462
C: 4.680 1.249 -3.542
H: 2.336 3.656 -2.632
H: 3.339 3.652 -4.107
H: 2.123 2.398 -3.875
H: 5.213 1.830 -4.296
H: 4.019 0.555 -4.063
H: 5.393 0.692 -2.939
C: 5.907 4.590 -7.996
C: 5.416 4.424 -6.580
O: 4.294 4.039 -6.339
C: 6.394 4.765 -5.481
H: 5.119 4.317 -8.693
H: 6.205 5.625 -8.169
H: 6.780 3.957 -8.165
H: 6.708 5.806 -5.570
H: 7.284 4.139 -5.564
H: 5.930 4.612 -4.509
C: 5.095 -1.811 6.152
C: 4.524 -0.445 5.860
O: 3.546 -0.300 5.161
C: 5.234 0.731 6.482
H: 4.502 -2.575 5.655
H: 6.127 -1.867 5.805
H: 5.093 -1.994 7.228
H: 6.271 0.761 6.146
H: 5.236 0.633 7.568
H: 4.734 1.654 6.201

## Properties
M: 570.71 g/mol
Net charge: +1
Highest occupied orbital energy: -10.9 eV

# C24H50F3IO12P2S

A cluster of 3 separate species, C24H50F3IO12P2S in total in a non-equilibrium geometry (ωB97M-V/def2-TZVPD, the OMol25 dataset).

Element x y z (Å)
C: 2.971 7.319 -3.533
C: 2.597 6.005 -4.270
I: 2.118 6.546 -6.339
C: 1.348 5.279 -3.732
C: 1.161 5.316 -2.210
O: 0.055 4.424 -1.918
S: -1.089 5.162 -0.992
O: -2.206 4.274 -1.027
O: -0.477 5.050 0.524
C: 0.855 5.582 0.635
C: 1.943 4.644 0.102
C: 1.602 3.156 0.325
C: 2.707 2.391 1.069
O: 2.242 1.145 1.580
C: 1.990 0.192 0.585
C: 3.109 -0.862 0.467
F: 2.530 -2.033 0.102
F: 3.919 -0.534 -0.571
F: 3.811 -1.026 1.579
C: 2.398 4.969 -1.366
C: 3.263 3.845 -1.944
H: 3.995 7.229 -3.167
H: 2.259 7.621 -2.769
H: 2.997 8.134 -4.255
H: 3.466 5.367 -4.369
H: 1.375 4.222 -4.016
H: 0.474 5.697 -4.230
H: 0.795 6.316 -1.948
H: 0.862 6.578 0.176
H: 1.021 5.742 1.701
H: 2.835 4.848 0.709
H: 0.718 3.046 0.960
H: 1.334 2.660 -0.607
H: 3.007 2.983 1.936
H: 3.585 2.199 0.441
H: 1.059 -0.314 0.848
H: 1.856 0.603 -0.418
H: 2.999 5.879 -1.280
H: 3.901 3.484 -1.132
H: 3.948 4.215 -2.704
H: 2.694 2.977 -2.273
O: -0.299 -2.643 -4.440
P: -1.114 -2.786 -3.204
O: -1.090 -4.392 -2.887
C: 0.143 -4.981 -2.468
C: 0.480 -4.615 -1.033
O: -2.617 -2.611 -3.827
C: -2.853 -2.071 -5.126
C: -3.075 -3.184 -6.128
O: -1.592 -2.314 -1.732
C: -2.944 -2.272 -1.255
C: -3.591 -3.630 -1.111
H: 0.948 -4.683 -3.146
H: 0.023 -6.061 -2.554
H: 0.682 -3.546 -0.937
H: 1.361 -5.160 -0.693
H: -0.357 -4.845 -0.372
H: -2.045 -1.410 -5.434
H: -3.755 -1.460 -5.054
H: -2.227 -3.869 -6.152
H: -3.228 -2.780 -7.130
H: -3.951 -3.773 -5.852
H: -3.549 -1.600 -1.860
H: -2.884 -1.814 -0.266
H: -3.758 -4.103 -2.077
H: -4.557 -3.524 -0.615
H: -2.963 -4.299 -0.522
O: -3.177 -2.666 3.421
P: -1.979 -3.190 4.129
O: -2.127 -2.619 5.656
C: -3.178 -3.131 6.480
C: -2.891 -4.543 6.957
O: -0.831 -2.190 3.530
C: -1.043 -1.390 2.370
C: -1.403 0.026 2.764
O: -0.891 -4.343 4.471
C: 0.527 -4.146 4.573
C: 0.942 -3.283 5.742
H: -4.128 -3.090 5.939
H: -3.257 -2.461 7.336
H: -2.888 -5.248 6.122
H: -3.649 -4.867 7.672
H: -1.911 -4.600 7.430
H: -1.794 -1.831 1.718
H: -0.103 -1.382 1.812
H: -2.285 0.046 3.404
H: -1.597 0.639 1.881
H: -0.588 0.479 3.331
H: 0.935 -3.778 3.634
H: 0.944 -5.146 4.711
H: 0.623 -2.250 5.616
H: 2.029 -3.291 5.836
H: 0.504 -3.651 6.671

## Properties
M: 808.57 g/mol
Net charge: 0
Highest occupied orbital energy: -9.6 eV

Number 1: DFT total energy -2748.8463 Eh, gap between HOMO and LUMO 10.886 eV. Number 2: DFT total energy -2449.4489 Eh, gap between HOMO and LUMO 8.287 eV. Number 3: DFT total energy -3525.5902 Eh, gap between HOMO and LUMO 9.879 eV.